No. 1
Here is a gas-phase ion, C2HN2O (charge +1) in a non-equilibrium geometry from OMol25. Energies are from ωB97M-V/def2-TZVPD.

ORCA input file:
```
! wB97M-V def2-TZVPD RIJCOSX def2/J DEFGRID3
* xyz 1 1
O 0.41226 0.56673 -0.00099
N -1.90630 -1.13480 -0.00125
N -1.55545 -0.08448 -0.05422
C 1.38558 -0.04353 0.11630
C -0.76489 0.92783 -0.02860
H 2.42880 -0.23174 -0.03124
*
```

frontier orbital gap (alpha / beta): 0.2904 / 0.3091 Ha
HOMO energy (alpha / beta): -15.5296 / -15.4231 eV

No. 2
Here is C4H7NO in the gas phase in a non-equilibrium geometry from OMol25. Energies are from ωB97M-V/def2-TZVPD.

ORCA input file:
```
! wB97M-V def2-TZVPD RIJCOSX def2/J DEFGRID3
* xyz 0 1
O 1.64536 -0.88633 -0.22422
N -2.79482 0.36836 0.72605
C 0.42870 1.23621 -0.12748
C -1.84782 -0.28490 0.60472
C -0.59793 -1.02727 0.42530
C 0.39901 -0.25355 -0.45884
H -0.58716 1.63061 -0.03167
H -0.81999 -2.00714 -0.00901
H 0.09994 -0.38752 -1.51028
H 2.32378 -0.39567 -0.70488
H 0.95475 1.39355 0.82038
H 0.92960 1.81188 -0.91281
H -0.13342 -1.19823 1.40273
*
```

frontier orbital gap: 0.4289 Ha
HOMO energy: -10.9615 eV

No. 3
Here is a molecular structure, C58H61MnN5O5SSe in a non-equilibrium geometry from OMol25. Energies are from ωB97M-V/def2-TZVPD.

ORCA input file:
```
! wB97M-V def2-TZVPD RIJCOSX def2/J DEFGRID3
* xyz 0 6
Se 1.36052 0.66374 -0.67294
Mn -0.54586 -1.40671 -0.22128
S 0.12614 -0.19039 -3.53726
O -1.53082 -8.42819 2.04210
O 0.48941 -7.79984 2.46565
O -1.62983 0.04926 -0.30764
O -0.67118 -1.03964 -2.61966
O 0.07703 -0.86493 1.50227
N 0.44689 -3.10814 0.22997
N 1.87473 -2.28233 -2.29683
N -0.62087 -7.59860 1.96701
N -2.01185 -2.93830 -0.74919
N 6.43091 -2.47312 -0.92825
C -1.67402 -4.08115 -0.11906
C -2.88905 2.55396 -3.64160
C -1.43651 1.33747 -0.28241
C -0.08197 -0.64804 -7.57869
C -1.34770 -1.70009 -5.34686
C 0.06563 -5.34780 1.12477
C -0.92263 4.13999 -0.40914
C -1.08625 -1.59303 -7.72859
C -0.89488 3.66474 -4.38237
C -0.06349 6.01566 -1.81133
C 2.19138 -4.25157 1.39339
C -2.16431 -6.30145 0.71141
C -0.15027 1.87061 -0.52467
C 4.76608 3.33682 2.67891
C 5.36664 -2.73344 -1.26824
C 1.85319 0.62127 1.21286
C 1.07533 -0.23318 2.03281
C 1.96235 -2.20494 4.96916
C 0.44676 5.91241 0.64516
C -0.35267 -4.18342 0.42422
C 2.48060 0.49334 3.83871
C 3.64167 -4.38255 -1.82819
C 3.16090 1.41664 3.04928
C -3.85283 -5.04417 -0.59385
C 4.17459 2.35087 3.68921
C 1.38406 -5.35269 1.61692
C 5.31649 1.52196 4.28951
C -1.71733 -2.12061 -6.61333
C -0.17116 2.49978 -4.19077
C -1.83994 6.48736 -0.13877
C 1.49492 -3.54613 -2.45028
C -0.82037 1.36075 -3.74543
C 2.33570 -4.62682 -2.20844
C -0.60943 5.62617 -0.43235
C 3.48884 3.15628 4.80369
C -4.83624 2.92414 0.65536
C 0.85030 -1.30271 4.40507
C 0.10046 3.22267 -0.59653
C 0.29047 -0.22668 -6.31424
C -4.44548 0.82532 -0.61055
C -2.17207 1.38394 -3.46174
C -2.25381 3.69033 -4.11256
C -3.20116 -2.86041 -1.33198
C -2.57249 -5.17854 0.00905
C -3.84112 1.78400 0.41959
C -0.35296 -0.75172 -5.20618
C 2.86127 1.43077 1.69486
C -4.14768 -3.89682 -1.27456
C 1.46844 -0.34032 3.39362
C -3.63778 1.03849 1.74766
C 3.11452 -2.04151 -1.91705
C 0.21329 -0.49158 5.54410
C -0.88852 -6.40487 1.27783
C -0.22803 -2.21552 3.82035
C -2.18784 3.62953 -0.13326
C -2.47574 2.27876 -0.04197
C 4.05186 -3.05406 -1.67608
C 1.69430 -3.15421 0.71841
H 4.18201 3.88978 5.21034
H -0.84284 5.91518 -2.56232
H -0.16698 -1.16468 6.30996
H 2.51151 -2.67570 4.15577
H -1.81924 -2.09859 -4.46067
H -0.60219 -2.87743 4.60039
H 4.33667 -5.18960 -1.64701
H 2.76217 0.42191 4.87664
H 2.66680 -1.64630 5.58044
H 3.38953 -0.99746 -1.79496
H 1.74938 -6.20325 2.16661
H -4.56076 -5.85478 -0.50464
H 1.37062 5.37779 0.44516
H -5.78469 2.50792 0.98949
H 0.41267 -0.23942 -8.44756
H -1.06255 -1.63892 3.42775
H -2.64694 0.48854 -3.09222
H -3.40935 -1.95112 -1.87887
H -3.18469 1.69558 2.48839
H 5.32758 2.81509 1.90751
H -0.61429 0.10398 5.16335
H 0.92966 0.18216 6.00768
H 0.07935 5.59809 1.61944
H -2.61960 6.32357 -0.87946
H -1.56280 7.53866 -0.16796
H -2.23749 6.27024 0.84989
H 0.17908 -2.83075 3.02192
H 2.30261 -2.27043 0.56761
H -3.74329 0.02621 -0.82417
H -5.01625 3.48287 -0.26075
H -2.83305 -7.13763 0.83479
H -4.47971 3.60853 1.42177
H -2.81751 4.59942 -4.26664
H 0.89061 2.47793 -4.38504
H 3.98336 3.93115 2.21345
H -0.39737 4.55439 -4.73924
H 1.07036 0.50858 -6.18818
H -2.98546 0.17746 1.60893
H -2.98785 4.32693 0.03134
H 4.94956 0.83844 5.04992
H -5.35902 0.38311 -0.21850
H -1.37140 -1.92163 -8.71681
H 0.66956 6.97638 0.68461
H -4.59377 0.68750 2.13080
H 0.76878 5.38120 -2.10164
H 3.38712 2.06381 0.99917
H 3.16224 2.51271 5.61622
H -2.49709 -2.85928 -6.72899
H 5.44624 4.01525 3.18899
H 3.20687 -4.23608 1.75879
H -4.67758 1.35246 -1.53306
H -3.94611 2.57793 -3.42167
H 5.80534 0.93627 3.51499
H 0.47717 -3.69006 -2.78703
H 6.05474 2.17530 4.74828
H 1.11806 3.53703 -0.78029
H 1.52596 -2.98755 5.58735
H 1.98029 -5.64021 -2.31185
H -5.10217 -3.76528 -1.76125
H 0.27673 7.04857 -1.79936
H 2.61993 3.68138 4.41358
*
```

frontier orbital gap (alpha / beta): 0.1522 / 0.2476 Ha
HOMO energy (alpha / beta): -5.5503 / -7.6354 eV

| no. | electronic energy (Ha) |
| --- | --- |
| 1 | -260.9290 |
| 2 | -286.5954 |
| 3 | -6847.3121 |